DFT (wB97M-V/def2-TZVPD) results for C9H4HgN2O3 as an isolated structure at a distorted geometry.

Element x y z (Å)
Hg: -1.569 -0.186 -1.281
O: -1.889 -1.028 -5.189
O: -3.409 -2.699 -0.513
O: -3.142 2.578 -1.670
N: 0.072 0.012 0.054
N: 3.969 0.536 3.502
C: -0.281 0.194 1.327
C: -1.843 -0.788 -4.082
C: 2.334 0.078 0.425
C: -2.775 -1.767 -0.762
C: 1.296 -0.056 -0.469
C: 2.045 0.271 1.772
C: -2.605 1.571 -1.494
C: 3.141 0.420 2.749
C: 0.738 0.330 2.237
H: 0.485 0.477 3.267
H: 3.338 0.032 0.062
H: -1.339 0.230 1.604
H: 1.434 -0.207 -1.538

Atomic forces in eV per Å
1.281 -0.161 -0.327
0.055 0.528 2.432
2.904 4.351 -1.044
2.463 -4.677 0.938
-1.634 -0.347 -2.124
2.203 0.308 2.003
0.955 0.027 0.263
0.114 -0.441 -1.997
0.161 -0.039 -0.320
-4.306 -6.540 1.360
0.637 0.204 1.442
1.283 0.180 1.183
-3.657 6.947 -1.602
-3.104 -0.455 -2.940
-0.414 0.020 0.079
0.200 0.066 0.437
0.513 0.010 0.045
0.416 -0.021 -0.134
-0.070 0.038 0.308

**E_HOMO**: -17.7 eV
**LUMO**: -9.74 eV
**Gap between HOMO and LUMO**: 7.993 eV
**Total charge**: +2

Results of the Löwdin charge analysis, in e, for atoms 1 through 4: 1.0590, 0.1510, 0.2443, 0.2443


DFT (wB97M-V/def2-TZVPD) results for C9H54NNaO19 as an isolated structure at a distorted geometry.

Element x y z (Å)
Na: -0.698 -1.210 3.700
O: -1.201 1.553 2.829
O: 4.924 -2.983 -0.141
O: -3.461 3.297 -0.304
O: 5.199 -0.510 2.971
O: -0.988 -3.878 1.411
O: -3.615 -2.968 -3.398
O: 0.970 4.094 2.699
O: 1.315 -0.014 4.032
O: -4.183 2.512 2.432
O: 1.218 -4.071 -0.355
O: -3.028 -0.969 3.090
O: -3.802 -3.845 0.493
O: 0.207 -1.253 1.370
O: -3.287 3.988 -3.183
O: 1.521 -3.056 -4.155
O: 3.782 3.769 2.953
O: -2.012 0.107 -5.397
O: 2.863 -2.658 2.035
O: 0.888 4.724 -4.757
N: 0.161 -0.192 0.411
C: -0.978 0.730 -1.592
C: -2.268 -0.548 -0.013
C: 1.277 1.502 -0.927
C: 0.377 1.168 -2.100
C: 2.186 0.926 1.221
C: 1.475 0.333 0.025
C: 2.345 -0.697 -0.663
C: -0.628 -1.677 -1.456
C: -0.852 -0.452 -0.582
H: 1.767 0.475 3.326
H: 0.793 4.216 3.641
H: -2.393 0.037 0.893
H: 3.286 -2.378 2.854
H: 0.164 4.391 2.258
H: 2.719 0.136 1.765
H: 0.830 0.367 -2.691
H: -2.857 0.014 -4.943
H: 2.151 -1.997 1.886
H: -0.856 -2.934 1.143
H: 0.977 -2.678 -4.857
H: 5.989 -0.861 3.400
H: -2.977 3.950 0.213
H: 1.421 -3.231 0.077
H: 1.009 4.280 -3.910
H: 3.988 3.125 3.641
H: -4.632 1.867 2.991
H: -2.449 4.454 -3.076
H: -3.520 -1.794 2.965
H: 2.838 3.631 2.733
H: -2.526 -1.578 0.256
H: 4.022 -2.859 0.201
H: -1.553 0.339 -2.435
H: 0.781 2.337 -0.404
H: 1.401 -2.459 -3.406
H: -3.011 -0.143 -0.700
H: 2.204 1.913 -1.334
H: -3.182 -2.374 -4.026
H: -1.460 -1.844 -2.139
H: -4.076 2.893 0.331
H: -1.066 1.150 1.929
H: -3.515 -0.308 2.588
H: 0.275 2.041 -2.760
H: 5.532 0.054 2.262
H: -4.205 -4.723 0.461
H: 0.294 -4.224 -0.099
H: -4.362 -3.290 -0.066
H: 1.742 4.644 -5.200
H: 2.080 -1.725 -0.459
H: -2.970 -3.673 -3.254
H: -0.454 -2.607 -0.909
H: -3.232 2.308 2.530
H: -3.389 3.469 -2.368
H: 1.964 -0.104 4.743
H: 0.307 -1.596 -2.010
H: -1.519 1.582 -1.182
H: -0.308 1.598 3.196
H: 2.949 1.651 0.922
H: 2.454 -0.561 -1.740
H: 5.393 -2.194 0.149
H: 3.378 -0.556 -0.305
H: 1.476 1.515 1.804
H: -1.929 -4.056 1.241
H: -1.451 0.589 -4.776

Atomic forces in eV per Å
0.187 0.211 -1.136
-0.135 -0.499 -0.787
-0.170 0.157 -0.078
-0.043 -0.163 0.159
0.115 0.096 0.069
-0.595 0.535 -0.038
0.168 0.012 -0.021
-0.301 -0.049 0.301
0.083 0.133 0.623
0.449 -0.373 -0.041
-0.027 -0.017 -0.291
-0.211 -0.493 0.465
-0.379 -0.104 0.057
0.448 0.009 -0.261
0.126 -0.228 0.149
-0.141 0.208 -0.147
-0.414 -0.277 0.007
0.034 -0.173 0.248
-0.415 0.544 0.061
0.120 -0.078 0.120
-1.124 0.951 1.735
0.676 -0.200 -0.125
-0.182 -0.486 0.856
-0.919 0.939 -0.658
0.007 0.062 -0.179
0.496 -0.133 0.367
-0.485 -0.061 -0.883
1.761 -0.031 -0.055
0.709 -1.062 0.156
-0.765 0.721 -1.676
-0.096 -0.396 -0.103
0.045 0.088 -0.191
0.267 0.218 0.140
0.149 0.002 -0.218
0.144 -0.120 -0.028
-0.243 0.196 0.289
-0.025 0.091 -0.117
0.072 0.204 -0.080
-0.144 -0.394 0.031
0.278 -0.305 0.387
0.097 -0.042 0.114
-0.113 0.032 -0.106
-0.134 -0.029 -0.077
-0.145 -0.342 0.256
0.016 0.052 -0.138
-0.022 0.068 -0.132
-0.005 0.208 0.008
-0.137 -0.075 -0.055
0.131 0.190 -0.104
0.572 0.209 0.082
-0.048 0.127 -0.075
0.374 -0.207 0.169
-0.248 0.129 0.106
0.180 -0.139 0.197
0.047 -0.230 -0.029
0.074 -0.294 -0.280
0.320 -0.311 0.404
-0.038 -0.152 0.069
-0.005 0.097 -0.048
0.197 0.139 -0.048
0.329 0.181 0.612
0.175 0.010 -0.081
0.039 -0.122 0.031
-0.076 -0.080 0.100
0.057 0.166 -0.034
0.383 -0.159 0.273
0.227 -0.098 -0.024
-0.127 0.009 0.048
-0.129 0.077 0.016
-0.082 0.130 -0.027
-0.406 0.348 0.126
-0.259 0.105 0.133
0.013 0.337 -0.095
-0.095 0.074 -0.162
-0.157 0.254 -0.294
-0.029 0.006 0.255
-0.091 0.123 -0.076
0.027 -0.169 -0.223
-0.387 -0.077 -0.013
-0.057 -0.070 0.032
-0.148 -0.257 -0.056
-0.079 -0.143 0.248
0.377 0.202 -0.083
-0.139 -0.011 -0.127

**E_HOMO**: -6.9 eV
**LUMO**: -0.85 eV
**Gap between HOMO and LUMO**: 6.024 eV

Results of the Löwdin charge analysis, in e, for atoms 1 through 4: 0.5810, -0.0685, -0.0659, -0.0549


DFT (wB97M-V/def2-TZVPD) results for C9H58NO21 as an isolated structure at a distorted geometry.

Element x y z (Å)
O: -0.685 2.897 -2.160
O: 2.791 2.545 0.318
O: -0.796 -2.003 1.577
O: 0.286 1.236 -2.914
O: -2.896 -2.581 1.242
O: 1.227 3.210 -1.822
O: 1.086 0.906 2.529
O: -2.393 -1.344 -2.303
O: -0.350 -3.358 -0.038
O: 3.392 -0.310 -1.546
O: 2.550 1.564 -1.480
O: -1.086 -2.628 3.075
O: 3.682 -1.973 0.551
O: 0.635 -2.890 -1.935
O: -5.064 -0.441 -0.227
O: 0.010 2.319 3.601
O: 2.840 -2.324 -1.930
O: -0.622 -1.974 -3.302
O: -3.154 0.621 -2.096
O: 0.729 -1.364 3.129
O: 0.650 3.496 2.127
N: -0.324 -0.635 1.117
C: -1.376 0.393 1.367
C: 0.519 -0.615 -0.092
C: -2.645 0.189 0.519
C: 1.780 -1.545 -0.053
C: -1.733 0.474 2.901
C: -0.910 1.803 0.965
C: 0.993 0.875 -0.334
C: -0.252 -1.016 -1.418
C: -0.091 1.917 -0.289
H: 4.293 -1.881 -0.180
H: 2.969 0.521 -1.327
H: 0.245 2.795 2.638
H: 1.858 1.139 0.274
H: -1.709 2.544 0.977
H: 0.525 0.400 1.941
H: -1.325 2.544 -1.542
H: -2.168 -0.463 3.251
H: 2.980 -1.588 -1.334
H: 2.015 2.205 -1.950
H: 3.423 -0.319 -2.502
H: -2.425 0.978 -1.587
H: -0.396 -2.569 -2.587
H: 0.218 -1.614 -3.588
H: 0.450 -0.980 -2.251
H: -2.474 0.454 -0.524
H: 0.054 1.986 -2.366
H: -2.755 -2.213 -2.132
H: 1.515 -2.514 -1.961
H: 0.282 3.078 -1.904
H: 0.864 -0.427 2.990
H: 2.266 -1.354 -1.010
H: -0.387 1.954 4.393
H: 0.464 2.854 -0.321
H: 1.589 3.321 2.184
H: 0.469 -3.047 -1.005
H: 1.317 3.881 -1.145
H: 3.106 1.656 0.485
H: 3.523 -1.076 0.845
H: 0.400 -1.687 2.290
H: 1.378 1.004 -1.346
H: -3.483 0.812 0.833
H: 1.488 -2.553 0.240
H: -0.488 -2.073 -1.297
H: -2.987 -0.321 -2.124
H: -1.213 3.282 -2.859
H: -2.027 -2.191 1.146
H: 0.714 1.708 3.382
H: -0.033 -3.939 0.653
H: -1.515 -2.874 2.255
H: -3.062 -0.819 0.544
H: -1.132 -0.417 -1.654
H: -3.494 -1.834 1.258
H: -0.995 0.707 3.669
H: -0.491 1.900 -1.303
H: -0.565 -1.857 2.851
H: -5.285 -1.032 0.493
H: 2.577 1.888 -0.580
H: 2.460 -1.220 0.734
H: 2.578 2.891 1.185
H: 1.965 0.813 2.161
H: 0.154 0.476 -2.347
H: -0.388 2.172 1.848
H: -2.525 1.189 3.123
H: -0.465 -2.511 0.394
H: -4.521 0.236 0.176
H: 2.941 -1.948 -2.804
H: -1.567 -1.513 -2.758

Atomic forces in eV per Å
-17.368 8.364 -4.848
3.621 5.248 6.037
5.787 11.834 -13.307
1.810 -3.088 -3.237
-4.595 -2.044 -0.768
6.743 6.172 -1.109
5.798 0.211 -1.002
-5.578 -4.557 1.170
-0.704 -5.146 -0.844
5.565 -2.708 -0.763
7.919 3.441 -6.114
-4.359 -8.463 12.595
6.999 -2.753 1.347
3.719 -6.772 -1.907
-1.395 -0.383 -0.469
-3.835 0.029 10.723
3.049 -6.192 -5.397
-0.946 -0.110 -9.473
-2.073 7.004 -1.035
3.728 0.443 3.122
4.008 5.952 -4.993
-0.438 2.018 -2.248
-1.644 0.720 -0.501
-0.999 1.685 -2.085
0.763 -0.593 0.932
-5.797 3.522 3.225
-1.173 -1.489 0.322
-0.350 0.117 0.773
-3.821 -4.249 1.978
0.871 3.282 4.813
1.265 -1.696 3.647
0.839 -0.147 -0.166
-0.374 1.163 -0.593
-0.174 2.199 -0.825
-2.599 -2.210 0.832
-0.887 -0.331 -0.182
-1.762 -1.773 -2.178
-1.853 1.163 0.050
0.030 -0.339 -0.315
5.481 -0.764 -1.849
0.099 1.207 -0.975
0.408 0.731 -0.089
-0.180 0.390 -1.280
1.572 -1.875 -0.063
-0.398 -0.317 -0.539
0.242 1.005 1.717
0.042 -0.970 2.353
1.785 -3.885 -3.256
-0.484 -0.199 0.220
0.752 -0.510 -0.654
3.532 3.122 1.029
0.404 -1.435 1.125
-7.337 1.948 5.556
-0.484 0.439 0.172
-1.347 -0.721 1.807
-0.175 0.573 0.638
0.246 -1.833 0.821
0.802 0.352 -0.168
1.683 -0.108 1.579
2.335 -0.009 0.252
1.949 -0.540 -1.031
-2.637 -2.651 1.772
0.775 0.896 0.767
0.822 0.445 -0.340
-1.811 3.501 0.762
-0.181 -1.385 -0.256
0.221 0.461 -1.414
0.445 0.848 -0.562
0.939 -0.852 0.803
-0.142 -0.200 0.302
-1.763 -2.127 2.957
1.029 1.176 -0.796
1.408 0.502 1.023
-0.319 -0.901 0.612
-0.205 -1.018 -1.128
0.772 -5.079 6.262
-1.752 -0.754 4.107
-0.231 -0.203 0.161
-1.256 0.522 -4.111
-5.435 1.410 -0.035
-0.309 0.270 0.134
0.251 -0.380 0.040
-0.064 -0.317 -0.541
-1.241 -1.301 -3.009
-0.099 0.441 -0.650
-0.555 0.474 1.302
-0.461 -0.040 -0.444
0.512 -0.528 -0.511
0.570 0.661 -1.777

**E_HOMO**: -3.5 eV
**LUMO**: 1.72 eV
**Gap between HOMO and LUMO**: 5.188 eV
**Total charge**: -1
**Relative energy (zero: lowest compared OMol25 entry of this formula, charge and spin)**: 5534.8 kJ/mol

Results of the Löwdin charge analysis, in e, for atoms 1 through 4: 0.1395, 0.0740, -0.3719, -0.0206


DFT (wB97M-V/def2-TZVPD) results for a 23-piece molecular cluster, C9H61BrNO24P overall at a distorted geometry.

Element x y z (Å)
Br: 0.096 0.072 -2.419
P: 2.072 0.017 -1.302
O: 3.440 -4.328 6.933
O: 8.437 0.322 -6.545
O: -4.362 4.685 -3.078
O: 7.829 3.416 -1.866
O: -3.680 -0.609 0.832
O: 4.309 -1.973 2.153
O: -5.989 -0.917 0.190
O: -5.831 5.397 0.023
O: -6.068 -1.217 -2.600
O: -0.449 1.872 -5.214
O: 6.416 -3.914 7.598
O: 3.359 -5.555 4.244
O: 8.494 3.290 -4.999
O: 7.901 6.536 -1.361
O: 4.311 -1.469 6.748
O: -9.055 -2.135 1.227
O: 6.194 5.331 -5.265
O: 5.369 1.251 -1.355
O: -6.811 -3.740 -0.743
O: -8.709 2.356 -2.459
O: -7.640 -4.407 -3.510
O: 0.965 -3.979 4.464
O: 1.307 2.539 1.484
O: -7.804 0.758 1.680
N: 2.632 1.746 -1.277
C: 0.239 -1.979 2.016
C: -1.719 -2.150 0.067
C: 1.750 -0.402 0.533
C: -4.857 -0.174 0.064
C: -5.723 2.391 -0.637
C: -4.952 1.146 -0.907
C: -2.459 -0.657 0.010
C: 1.379 -1.969 0.838
C: -1.219 -2.579 1.568
H: 8.154 -0.602 -6.466
H: -8.570 1.420 -2.667
H: -4.306 1.134 -1.909
H: -2.707 -0.492 -1.146
H: 8.602 3.367 -1.283
H: 7.563 7.041 -0.606
H: 5.162 0.809 -2.192
H: 8.181 3.785 -2.690
H: 0.644 -2.677 2.895
H: 6.548 6.135 -4.856
H: 5.525 -4.108 7.270
H: -1.695 0.222 0.274
H: 0.397 1.891 -5.687
H: 5.019 -2.631 2.201
H: 2.978 -3.549 6.590
H: 3.848 -5.459 5.075
H: -5.725 6.140 -0.589
H: -5.265 3.204 0.084
H: 6.290 -3.774 8.549
H: -2.572 -2.922 -0.250
H: -8.511 -1.386 1.516
H: 3.540 1.820 -0.765
H: 5.568 4.991 -4.608
H: 0.627 -3.474 5.219
H: 1.933 2.297 -0.693
H: -6.959 -1.410 -2.928
H: 2.047 2.576 2.108
H: 7.803 3.567 -5.619
H: 3.065 -4.452 7.818
H: -4.219 3.933 -3.671
H: -4.971 4.341 -2.407
H: 2.358 -2.453 1.321
H: -6.237 -4.225 -1.355
H: 1.132 -2.618 -0.103
H: -6.194 -1.076 -1.649
H: -2.018 -2.122 2.327
H: 7.875 5.616 -1.058
H: -6.739 2.579 -1.186
H: 8.633 2.354 -5.206
H: 0.622 3.083 1.900
H: -9.400 2.634 -3.080
H: -8.531 -4.601 -3.838
H: -0.904 -2.215 -0.770
H: 5.022 -2.127 6.796
H: -7.767 -4.267 -2.560
H: 2.758 -0.157 1.122
H: 4.543 -0.931 5.976
H: 6.148 1.789 -1.561
H: -1.216 -3.752 1.763
H: -8.480 -2.619 0.616
H: 3.208 -4.643 3.954
H: 0.939 -4.899 4.768
H: 0.949 0.375 0.932
H: 9.053 0.315 -7.293
H: 4.540 -1.435 1.381
H: -0.396 1.069 -4.674
H: -7.260 1.506 1.968
H: 0.150 -0.898 2.514
H: -6.458 5.726 0.684
H: -6.268 -2.992 -0.454
H: -7.229 0.274 1.068

Atomic forces in eV per Å
0.090 0.250 0.808
2.302 0.836 0.763
-0.190 0.089 0.410
0.171 -0.317 -0.236
-0.179 -0.370 0.051
0.355 0.221 0.391
-2.388 0.749 -3.122
0.577 -0.022 -0.091
6.795 4.424 -0.584
-0.195 0.528 0.015
-0.407 0.032 -0.145
0.257 -0.238 -0.171
-0.299 0.239 0.197
0.322 0.197 -0.004
-0.099 -0.300 -0.149
-0.118 -0.042 0.484
0.160 -0.033 -0.385
0.434 0.051 -0.210
-0.123 0.121 0.344
0.550 -0.179 -0.293
0.252 -0.117 -0.110
-0.161 -0.268 -0.351
-0.476 -0.042 0.096
-0.176 -0.093 0.738
-0.069 0.434 0.508
0.254 0.229 0.042
-2.170 -0.646 1.525
0.280 -0.716 0.776
-1.545 -0.468 0.311
-0.597 0.435 0.657
-2.308 -2.150 1.973
1.430 -1.653 0.226
-0.185 0.955 -0.054
2.174 0.079 -2.057
0.797 0.213 1.221
-0.259 0.714 0.741
0.050 0.349 0.045
-0.019 0.270 0.126
-2.630 -1.055 1.572
0.338 -0.320 2.552
-0.231 -0.148 -0.204
0.136 -0.109 -0.320
-0.079 0.146 0.280
-0.150 -0.247 -0.283
-1.062 1.604 -2.112
-0.043 -0.277 -0.133
-0.022 -0.215 0.075
-1.804 -1.937 -0.167
-0.316 0.028 0.185
-0.225 0.169 0.007
0.278 0.012 -0.027
-0.279 -0.045 -0.163
0.054 -0.241 0.141
-2.042 -2.318 -0.128
0.114 -0.047 -0.321
1.783 1.650 0.638
-0.296 -0.114 0.054
-0.774 -0.439 -0.793
0.200 0.085 -0.220
-0.007 -0.077 -0.329
1.105 -0.732 -0.923
0.386 -0.155 0.002
-0.184 -0.067 -0.234
0.081 0.181 0.306
0.151 -0.060 -0.271
0.001 0.303 0.157
0.131 0.053 -0.147
-2.277 1.074 -1.278
-0.039 0.147 0.237
0.185 1.442 1.698
-0.146 0.017 -0.218
1.606 -1.137 -1.617
-0.130 0.120 -0.261
2.786 0.500 -0.226
-0.023 0.148 0.032
0.166 -0.131 -0.186
0.253 -0.024 0.258
0.366 0.016 0.062
-1.486 0.363 1.772
-0.005 0.178 0.112
-0.030 0.158 -0.146
-2.053 -0.277 -1.493
-0.125 -0.145 0.258
-0.031 0.070 0.074
-0.031 2.518 -0.814
-0.189 0.010 0.180
-0.118 -0.275 0.086
0.227 0.115 -0.195
1.599 -1.875 -0.631
-0.200 0.074 0.253
-0.055 -0.155 0.182
0.047 0.334 -0.169
-0.250 -0.278 -0.050
0.058 -2.242 -1.360
0.186 -0.184 -0.209
-0.123 -0.056 -0.008
-0.067 0.108 -0.022

**E_HOMO**: -8.4 eV
**LUMO**: -1.47 eV
**Gap between HOMO and LUMO**: 6.942 eV

Results of the Löwdin charge analysis, in e, for atoms 1 through 4: 0.3194, 0.5068, -0.0556, -0.0581


DFT (wB97M-V/def2-TZVPD) results for a 2-piece molecular cluster, C9H6BrClO3S overall at a distorted geometry.

Element x y z (Å)
Br: -1.200 4.193 0.169
Cl: -3.441 -3.171 -0.092
S: -2.744 -1.155 0.011
O: -0.020 -2.224 0.855
O: -3.719 -0.336 0.647
O: -2.321 -0.868 -1.342
C: 1.672 1.425 -0.517
C: -0.371 2.538 0.079
C: 0.937 2.561 -0.435
C: -0.541 -1.053 1.078
C: 1.256 0.179 -0.017
C: 1.357 -2.304 0.113
C: 1.747 -0.984 -0.409
C: -0.106 0.158 0.667
C: -0.852 1.374 0.649
H: 1.516 -3.132 -0.585
H: 2.766 1.381 -0.903
H: 1.409 3.526 -0.840
H: 2.417 -1.064 -1.367
H: -1.782 1.457 1.206
H: 2.021 -2.499 1.033

Atomic forces in eV per Å
-0.673 0.271 0.118
0.189 0.521 0.279
2.726 -0.087 -0.102
0.470 0.555 -0.184
-0.734 0.112 0.236
-0.476 -0.139 0.396
2.822 0.708 -0.655
0.075 -1.520 1.005
2.186 1.012 -1.652
-2.067 -2.120 -1.449
-2.984 0.443 1.027
1.265 0.886 2.539
1.760 -2.472 -2.978
1.827 1.245 -0.774
-0.370 1.325 0.327
-0.901 0.146 0.124
-2.073 0.629 0.489
-0.999 -1.539 0.751
-1.061 0.478 2.052
-0.023 -0.392 -0.273
-0.960 -0.061 -1.278

**E_HOMO (alpha / beta)**: -8.2 / -8.2 eV
**LUMO (alpha / beta)**: -2.16 / -1.84 eV
**Gap between HOMO and LUMO (alpha / beta)**: 6.029 / 6.358 eV

Results of the Löwdin charge analysis, in e, for atoms 1 through 4: 0.8165, 0.2266, 0.4093, -0.0398


Number 1: molecular weight 388.73 g/mol, DFT total energy -833.2599 hartree. Number 2: molecular weight 503.51 g/mol, DFT total energy -2021.8955 hartree. Number 3: molecular weight 516.55 g/mol, DFT total energy -2010.4525 hartree. Number 4: molecular weight 678.45 g/mol, DFT total energy -5155.0747 hartree. Number 5: molecular weight 309.57 g/mol, DFT total energy -4004.4779 hartree.